## A
The following is a DFT calculation (ωB97M-V with the def2-TZVPD basis set) of a molecular structure, C3H6NO4.

LUMO level in eV: 4.08
Net charge: -1
Orbital gap in eV: 8.8
HOMO level in eV: -4.675
M in g/mol: 120.08

Last column: natural (NBO) charge in e.
Atoms and positions in Å:
C (1.113, -0.760, -1.513)  0.77
C (-0.896, -0.107, 0.992)  -0.46
C (0.174, 0.425, -1.141)  -0.38
N (-0.220, 0.942, 0.237)  -0.15
O (1.996, -1.044, -0.693)  -0.78
O (0.861, -1.252, -2.655)  -0.76
O (1.724, 0.034, 1.679)  -0.50
O (1.236, 1.200, 1.169)  -0.22
H (-0.179, -0.859, 1.233)  0.21
H (-1.333, 0.219, 1.896)  0.18
H (-1.555, -0.457, 0.302)  0.19
H (-0.781, 0.122, -1.470)  0.19
H (0.308, 1.309, -1.653)  0.20
H (2.050, -0.549, 0.889)  0.50



## B
The following is a DFT calculation (ωB97M-V with the def2-TZVPD basis set) of 2 unconnected molecules or ions with the total composition C3H6NO4.

LUMO level in eV: 3.94
Net charge: -1
Orbital gap in eV: 9.3
HOMO level in eV: -5.368
M in g/mol: 120.08

Last column: natural (NBO) charge in e.
Atoms and positions in Å:
O (-1.830, -1.136, -0.092)  -0.66
C (-1.148, -0.118, -0.150)  0.68
N (0.057, 0.039, 0.486)  -0.73
C (1.272, 0.918, 0.074)  0.89
O (1.100, 1.828, -0.729)  -0.74
O (2.283, 0.434, 0.610)  -0.79
C (-1.815, 1.109, -0.783)  -0.73
H (0.489, -0.813, 0.819)  0.38
H (-1.078, 1.519, -1.506)  0.25
H (-1.893, 1.936, -0.094)  0.23
H (-2.627, 0.835, -1.424)  0.21
H (1.708, -1.815, 1.597)  0.47
H (1.745, -2.143, 0.165)  0.48
O (1.737, -2.592, 1.029)  -0.94



Short version: B, A, most stable first.